This record from OMol25 describes one molecule with the formula C3H5NO2. The level of theory is ωB97M-V/def2-TZVPD.

```
11
C3H5NO2, DFT ωB97M-V/def2-TZVPD
O 2.08 -0.66 -0.81
C 1.77 -0.14 0.23
C 0.33 0.14 0.61
N -0.53 -0.40 -0.41
C -1.78 0.12 -0.53
O -2.26 0.91 0.25
H 2.53 0.17 0.97
H 0.11 -0.28 1.60
H 0.17 1.22 0.71
H -0.07 -0.81 -1.21
H -2.33 -0.28 -1.41
```

Total charge ... 0
Kohn-Sham gap ... 11.04 eV
HOMO ... -10.202 eV
Electronic energy ... -322.54592 Eh
SMILES ... O=CCNC=O

These are the natural (NBO) partial charges, in e, on atoms 1 to 8: atom 1 (O): -0.5278, atom 2 (C): 0.4374, atom 3 (C): -0.3437, atom 4 (N): -0.6199, atom 5 (C): 0.5284, atom 6 (O): -0.6101, atom 7 (H): 0.1251, atom 8 (H): 0.2282


This record from OMol25 describes a 13-piece molecular cluster, C6H38O13 overall. The level of theory is ωB97M-V/def2-TZVPD.

```
57
C6H38O13, DFT ωB97M-V/def2-TZVPD
O 4.18 0.29 1.37
H 4.06 1.11 0.86
H 5.05 0.05 1.70
O -4.29 -4.28 0.08
H -4.45 -5.08 0.54
H -4.07 -3.61 0.77
O -0.39 0.67 0.27
H 0.35 0.46 0.89
H -1.06 1.17 0.81
O -1.63 -4.04 -1.33
H -2.50 -4.31 -0.97
H -1.59 -4.54 -2.20
O -1.26 -1.06 -1.83
H -1.31 -1.98 -1.56
H -0.96 -0.58 -1.10
O -1.41 1.96 5.49
H -2.35 1.79 5.27
H -0.83 1.58 4.79
O -3.17 1.37 0.44
H -3.45 2.29 0.20
H -3.39 0.98 -0.42
C 1.10 1.75 -2.85
O 0.98 2.19 -1.48
H 0.31 2.18 -3.46
H 1.98 2.17 -3.29
H 1.13 0.68 -3.03
H 0.36 1.67 -0.91
C 1.95 1.52 4.03
O 0.63 1.19 3.57
H 2.26 0.87 4.81
H 2.69 1.64 3.24
H 1.85 2.49 4.47
H 0.82 0.42 2.98
C 1.01 -2.56 -3.56
O 0.56 -3.10 -4.78
H 1.95 -3.09 -3.26
H 1.19 -1.46 -3.67
H 0.40 -2.78 -2.73
H -0.38 -3.07 -4.88
C -4.63 0.15 -2.57
O -3.35 0.46 -2.09
H -4.67 0.38 -3.62
H -4.94 -0.89 -2.33
H -5.38 0.73 -2.01
H -2.69 -0.24 -2.30
C 3.16 3.74 1.48
O 3.12 2.77 0.48
H 3.01 4.79 1.09
H 2.42 3.57 2.27
H 4.13 3.72 1.98
H 2.41 2.78 -0.12
C 1.68 -1.82 1.30
O 1.68 -0.52 1.83
H 2.39 -2.39 1.92
H 0.66 -2.17 1.24
H 2.08 -1.77 0.26
H 2.60 -0.25 1.87
```

Total charge ... 0
Kohn-Sham gap ... 10.10 eV
HOMO ... -9.999 eV
Electronic energy ... -1229.42809 Eh

These are the natural (NBO) partial charges, in e, on atoms 1 to 8: atom 1 (O): -1.0108, atom 2 (H): 0.5314, atom 3 (H): 0.4959, atom 4 (O): -0.9520, atom 5 (H): 0.4772, atom 6 (H): 0.4857, atom 7 (O): -1.0104, atom 8 (H): 0.5060


This record from OMol25 describes an isolated ion of composition C5H12N2 and charge +2. The level of theory is ωB97M-V/def2-TZVPD.

```
19
C5H12N2, DFT ωB97M-V/def2-TZVPD
C 2.48 0.44 -0.04
N 1.72 -0.82 0.02
C 0.45 -0.83 -0.02
C -1.01 -1.54 0.02
N -0.82 -0.05 0.01
C -1.26 0.66 -1.21
C -1.16 0.66 1.22
H 3.10 0.56 -1.02
H 3.15 0.28 0.76
H 1.82 1.21 0.27
H 2.11 -1.87 0.17
H -1.44 -2.07 -0.80
H -1.27 -1.96 0.95
H -0.77 0.22 -2.14
H -2.41 0.71 -1.52
H -0.98 1.72 -1.01
H -0.55 0.36 2.03
H -0.94 1.76 1.10
H -2.21 0.56 1.22
```

Total charge ... +2
Kohn-Sham gap ... 11.81 eV
HOMO ... -21.660 eV
Electronic energy ... -306.40466 Eh
SMILES ... C/[NH+]=C1/C[N+]1(C)C

These are the natural (NBO) partial charges, in e, on atoms 1 to 8: atom 1 (C): -0.4300, atom 2 (N): -0.3829, atom 3 (C): 0.5799, atom 4 (C): -0.1770, atom 5 (N): -0.2312, atom 6 (C): -0.4749, atom 7 (C): -0.4208, atom 8 (H): 0.3074


This record from OMol25 describes C3H11NO as an isolated structure. The level of theory is ωB97M-V/def2-TZVPD.

```
16
C3H11NO, DFT ωB97M-V/def2-TZVPD
C -0.31 -1.24 -0.11
C 2.32 -0.70 0.07
O 1.14 -0.01 -0.13
H 3.17 -0.18 -0.41
H -0.10 -1.66 0.86
H 0.23 -1.72 -0.92
H -1.36 -1.30 -0.38
H 2.57 -0.84 1.14
H 2.28 -1.72 -0.37
C -1.64 1.61 -0.42
N -1.12 0.79 0.66
H -1.79 0.57 1.38
H -0.11 0.92 0.80
H -2.66 1.33 -0.67
H -1.02 1.45 -1.31
H -1.62 2.68 -0.19
```

Total charge ... 0
Kohn-Sham gap ... 9.07 eV
HOMO ... -8.278 eV
Electronic energy ... -250.73710 Eh

These are the natural (NBO) partial charges, in e, on atoms 1 to 8: atom 1 (C): -0.2203, atom 2 (C): -0.2514, atom 3 (O): -0.6757, atom 4 (H): 0.1842, atom 5 (H): 0.1883, atom 6 (H): 0.1726, atom 7 (H): 0.1908, atom 8 (H): 0.1482


This record from OMol25 describes an isolated ion of composition C6H11BFIN3O2 and charge +1. The level of theory is ωB97M-V/def2-TZVPD.

```
25
C6H11BFIN3O2, DFT ωB97M-V/def2-TZVPD
C -1.80 -1.67 1.88
B -0.50 -1.43 1.03
O 0.72 -1.71 1.54
N -0.62 -0.87 -0.36
C 0.34 -0.15 -1.15
C 1.70 0.22 -0.70
C 1.93 1.70 -0.32
C 1.75 1.98 1.17
I 0.76 3.14 -1.41
N -0.20 0.10 -2.28
N -1.44 -0.38 -2.28
O -2.28 -0.26 -3.33
C -1.68 -0.98 -1.13
F -2.81 -1.53 -0.89
H -2.39 -0.75 1.84
H -2.40 -2.49 1.48
H -1.58 -1.89 2.92
H 0.76 -1.30 2.42
H 2.37 -0.06 -1.52
H 1.99 -0.40 0.14
H 2.96 1.93 -0.57
H 0.72 2.19 1.45
H 2.30 2.89 1.40
H 2.18 1.19 1.80
H -2.79 0.54 -3.15
```

Total charge ... +1
Kohn-Sham gap ... 8.87 eV
HOMO ... -12.560 eV
Electronic energy ... -972.14729 Eh
SMILES ... CB(O)n1c(C[C@H](C)I)n[n+](O)c1F

These are the natural (NBO) partial charges, in e, on atoms 1 to 8: atom 1 (C): -1.0223, atom 2 (B): 1.1107, atom 3 (O): -0.8667, atom 4 (N): -0.6130, atom 5 (C): 0.4350, atom 6 (C): -0.5135, atom 7 (C): -0.2925, atom 8 (C): -0.6504


This record from OMol25 describes C20H39CdN4SSbSeSi as an isolated structure. The level of theory is ωB97M-V/def2-TZVPD.

```
68
C20H39CdN4SSbSeSi, DFT ωB97M-V/def2-TZVPD
Cd -0.98 -0.23 1.66
C -4.45 -0.97 4.64
C -3.24 -0.51 3.89
N -2.81 -1.06 2.82
N -3.44 -2.15 2.32
C -2.66 -2.89 1.56
N -3.25 -3.96 0.98
S -0.97 -2.69 1.21
C -2.42 0.61 4.42
C -2.88 1.40 5.46
C -2.06 2.39 5.97
C -0.80 2.57 5.43
C -0.42 1.75 4.38
N -1.20 0.79 3.89
H -4.86 -1.85 4.17
H -5.21 -0.19 4.64
H -4.20 -1.19 5.68
H -4.22 -4.13 1.16
H -2.72 -4.56 0.38
H -3.86 1.24 5.87
H -2.40 3.02 6.78
H -0.12 3.33 5.80
H 0.55 1.86 3.92
C 1.28 4.04 2.04
Si 1.51 2.53 0.95
C 2.47 1.20 1.88
C 2.52 3.07 -0.53
Se -0.50 1.78 0.21
H 2.23 4.38 2.44
H 0.59 3.87 2.86
H 0.86 4.85 1.44
H 3.37 1.61 2.33
H 2.76 0.40 1.19
H 1.89 0.73 2.68
H 3.45 3.54 -0.20
H 1.96 3.81 -1.11
H 2.77 2.24 -1.18
C 1.16 -3.68 -3.58
C 0.67 -2.33 -4.10
C -0.56 -2.52 -4.99
Sb 0.13 -1.00 -2.46
C 0.25 0.89 -3.54
C -1.15 1.49 -3.67
C 0.95 0.85 -4.90
C 2.09 -0.80 -1.52
C 3.25 -0.67 -2.49
C 2.35 -1.89 -0.48
H 1.31 -4.38 -4.41
H 0.43 -4.13 -2.90
H 2.10 -3.59 -3.05
H 1.46 -1.86 -4.68
H -1.38 -2.99 -4.43
H -0.33 -3.16 -5.84
H -0.94 -1.57 -5.38
H 0.84 1.52 -2.86
H -1.79 0.87 -4.29
H -1.10 2.49 -4.13
H -1.62 1.60 -2.69
H 0.40 0.23 -5.61
H 1.96 0.46 -4.84
H 1.00 1.85 -5.33
H 1.97 0.15 -0.99
H 3.36 -1.56 -3.12
H 4.20 -0.55 -1.95
H 3.14 0.19 -3.16
H 2.38 -2.88 -0.93
H 1.58 -1.91 0.29
H 3.32 -1.73 0.01
```

Total charge ... 0
Kohn-Sham gap ... 7.03 eV
HOMO ... -7.374 eV
Electronic energy ... -4501.67505 Eh

These are the natural (NBO) partial charges, in e, on atoms 1 to 8: atom 1 (Cd): 1.4449, atom 2 (C): -0.6861, atom 3 (C): 0.2085, atom 4 (N): -0.3332, atom 5 (N): -0.4615, atom 6 (C): 0.3063, atom 7 (N): -0.7883, atom 8 (S): -0.4805